[1]
This record from the OMol25 dataset describes a cluster of 2 separate species, C4H12N2O2 in total. The level of theory is ωB97M-V/def2-TZVPD.

XYZ file:
```
20
Properties=species:S:1:pos:R:3
C 1.586 -1.147 -0.468
C 1.102 0.021 0.342
O 1.010 0.061 1.560
N 1.032 1.273 -0.479
N 1.037 2.502 0.232
H 2.676 -1.096 -0.541
H 1.167 -1.135 -1.476
H 1.291 -2.076 0.019
H 1.634 1.305 -1.301
H 0.063 2.707 0.458
H 1.474 2.332 1.142
C -1.669 -1.477 -0.060
C -1.476 0.016 -0.233
O -1.939 0.717 0.916
H -1.312 -2.031 -0.932
H -2.726 -1.722 0.088
H -1.151 -1.833 0.836
H -2.089 0.361 -1.077
H -0.425 0.676 -0.643
H -1.285 0.546 1.617
```

Structure (SMILES): CC(=O)NN.CCO
Gap between HOMO and LUMO: 0.33871 Ha
Energy relative to the best compared isomer or geometry (same formula, charge and spin): 370.99 kJ/mol
Largest force on an atom: 4.7 eV Å⁻¹
LUMO energy: 0.8 eV
HOMO level: -8.47 eV

Atom charges from the Mulliken analysis, given in e for atoms 1 to 8:
1 C -1.2865
2 C 0.6734
3 O -0.5826
4 N -0.1080
5 N -0.7333
6 H 0.3899
7 H 0.3599
8 H 0.3334


[2]
This record from the OMol25 dataset describes a structure of composition C12H17BCrN6O2. The level of theory is ωB97M-V/def2-TZVPD.

XYZ file:
```
39
Properties=species:S:1:pos:R:3
H 1.553 3.404 0.855
N 1.138 1.761 -0.388
B -0.244 0.373 -2.205
N 0.386 1.638 -1.541
C 0.336 2.835 -2.145
Cr 2.320 0.560 0.668
H -0.066 2.857 -3.141
C 0.862 3.803 -1.283
H 0.871 4.852 -1.445
C 1.289 3.096 -0.140
H -0.209 0.550 -3.418
C -2.463 -2.616 3.292
H -2.058 -3.505 3.795
H -1.657 -1.888 3.128
H -2.894 -2.914 2.328
N -1.832 -0.015 -2.043
N 0.855 -0.660 -1.847
N -2.406 -0.216 -0.773
N 1.639 -0.705 -0.702
C -2.811 -0.183 -2.973
C 1.340 -1.558 -2.728
H -2.643 -0.054 -4.048
H 1.016 -1.502 -3.761
C -4.002 -0.538 -2.324
C 2.285 -2.348 -2.082
C -3.680 -0.559 -0.949
C 2.399 -1.836 -0.791
H -4.977 -0.752 -2.728
H 2.802 -3.189 -2.506
H -4.325 -0.799 -0.120
H 2.881 -2.201 0.104
H -3.212 -2.193 3.898
C 2.214 0.681 4.695
C 2.214 0.574 3.179
O 1.271 1.050 2.442
O 3.199 0.018 2.572
H 1.192 0.932 4.984
H 2.890 1.494 4.965
H 2.527 -0.248 5.173
```

Gap between HOMO and LUMO (spin up / spin down): 0.30987 / 0.29931 Ha
Energy relative to the best compared isomer or geometry (same formula, charge and spin): 206.09 kJ/mol
Largest force on an atom: 3.3 eV Å⁻¹
Expectation value of S²: 6.014
LUMO energy (spin up / spin down): 0.0 / -0.2 eV
2S+1: 5
HOMO level (spin up / spin down): -8.38 / -8.38 eV

Atom charges from the Mulliken analysis, given in e for atoms 1 to 8:
1 H 0.4844
2 N 0.1101
3 B 0.1843
4 N -0.0669
5 C -0.1092
6 Cr 0.8963
7 H 0.4453
8 C -1.0483


Q: Number 1 is which compound?
A: C4H12N2O2